Formula: C3H4OS2
Source: the Open Molecules 2025 dataset
Level of theory: ωB97M-V/def2-TZVPD

CARTESIAN COORDINATES (ANGSTROEM)
C: -1.251 0.616 -0.068
C: -0.288 1.018 -0.866
C: 0.810 1.323 -1.482
O: -0.564 -2.430 0.702
S: 1.165 -1.826 2.902
S: 0.670 -2.930 1.399
H: -1.324 1.364 0.690
H: 1.778 1.345 -0.919
H: 0.831 1.760 -2.422
H: -1.827 -0.238 0.065

The calculation puts the frontier orbital gap at 6.97 eV. The calculation puts the relative energy (zero: lowest compared OMol25 entry of this formula, charge and spin) at 80.09 kcal/mol. Its LUMO energy is -2.2 eV. Its net charge is 0.

Formally, the Löwdin partial charges of the atoms, in units of the elementary charge, are as follows: number 1, C, carries 0.005; number 2, C, carries -0.178; number 3, C, carries -0.022; number 4, O, carries -0.611; number 5, S, carries 0.201; number 6, S, carries 0.421; number 7, H, carries 0.056; number 8, H, carries 0.081; number 9, H, carries 0.022; number 10, H, carries 0.025